Entry w
Molecular formula: C2H7NO
Method: DFT, the ωB97M-V functional and the def2-TZVPD basis

Cartesian coordinates (Å):
C  2.176  0.792  -1.834
N  0.964  0.564  -2.126
C  -0.090  1.127  -1.346
H  3.031  0.504  -2.512
H  2.742  1.273  -1.094
H  -0.400  0.591  -0.400
H  -0.993  1.044  -1.995
H  0.074  2.218  -1.017
O  -2.301  -2.309  4.041
H  -2.001  -3.246  4.226
H  -3.201  -2.558  4.057

Highest occupied orbital energy = -0.35078 Eh
Orbital gap = 10.5 eV
LUMO energy = 0.96 eV

***

Entry x
Molecular formula: C2H7NO
Method: DFT, the ωB97M-V functional and the def2-TZVPD basis

Cartesian coordinates (Å):
C  -1.529  -0.006  -1.004
C  -0.942  -1.132  -0.139
O  -1.098  -1.349  1.085
H  -2.460  -0.398  -1.297
H  -1.392  0.962  -0.352
H  -0.842  0.060  -1.840
H  -0.481  -1.956  -0.774
N  2.221  0.943  0.970
H  2.600  0.106  1.454
H  1.211  0.984  0.839
H  2.714  1.787  1.058

Highest occupied orbital energy = -0.34853 Eh
Orbital gap = 10.4 eV
LUMO energy = 0.94 eV

***

Entry y
Molecular formula: C2H7NO
Method: DFT, the ωB97M-V functional and the def2-TZVPD basis

Cartesian coordinates (Å):
C  1.071  0.831  0.921
C  1.254  -0.491  0.877
N  2.306  -1.205  1.467
H  1.804  1.628  0.883
H  0.068  1.189  1.133
H  0.386  -1.116  0.664
H  2.544  -1.994  0.850
H  2.131  -1.782  2.280
O  -4.031  1.282  -3.183
H  -3.241  1.294  -2.641
H  -4.294  0.364  -3.252

Highest occupied orbital energy = -0.33853 Eh
Orbital gap = 9.9 eV
LUMO energy = 0.73 eV

***

Entry z
Molecular formula: C2H7NO
Method: DFT, the ωB97M-V functional and the def2-TZVPD basis

Cartesian coordinates (Å):
N  -1.504  -0.641  0.081
C  -0.579  0.423  -0.354
C  0.767  0.372  0.384
O  1.524  -0.751  -0.055
H  -1.518  -0.490  1.099
H  -1.115  -1.587  -0.100
H  -1.123  1.427  -0.248
H  -0.342  0.188  -1.449
H  0.640  0.277  1.432
H  1.337  1.288  0.137
H  1.913  -0.506  -0.926

Highest occupied orbital energy = -0.34137 Eh
Orbital gap = 10.2 eV
LUMO energy = 0.96 eV

***

Here is how they stack up, most stable first: entry z, entry x, entry w, entry y.

***

Entry w
Molecular formula: C2H7NO
Method: DFT, the ωB97M-V functional and the def2-TZVPD basis

Cartesian coordinates (Å):
N  -1.406  -0.638  0.110
C  -0.552  0.444  -0.318
C  0.915  0.440  0.240
O  1.418  -0.805  -0.029
H  -1.625  -0.442  1.091
H  -0.896  -1.542  0.093
H  -0.975  1.486  -0.129
H  -0.618  0.368  -1.366
H  0.955  0.478  1.352
H  1.486  1.399  -0.024
H  1.297  -1.188  -1.020

Highest occupied orbital energy = -0.34324 Eh
Orbital gap = 10.3 eV
LUMO energy = 0.92 eV

***

Entry x
Molecular formula: C2H7NO
Method: DFT, the ωB97M-V functional and the def2-TZVPD basis

Cartesian coordinates (Å):
C  -2.096  1.012  0.675
C  -0.983  0.488  0.184
O  0.054  1.191  -0.319
H  -2.804  0.380  1.187
H  -2.364  2.054  0.566
H  -0.805  -0.581  0.245
H  0.818  0.605  -0.444
N  1.820  -1.178  -0.526
H  1.863  -1.712  0.328
H  2.592  -0.513  -0.536
H  1.906  -1.744  -1.360

Highest occupied orbital energy = -0.31189 Eh
Orbital gap = 9.2 eV
LUMO energy = 0.69 eV

***

Entry y
Molecular formula: C2H7NO
Method: DFT, the ωB97M-V functional and the def2-TZVPD basis

Cartesian coordinates (Å):
C  0.447  -1.689  -1.065
N  0.147  -1.578  0.188
C  0.626  -0.282  0.732
H  1.365  -2.214  -1.369
H  0.328  -0.912  -1.816
H  -0.052  0.568  0.672
H  0.830  -0.419  1.796
H  1.661  -0.034  0.404
O  -1.833  1.770  0.270
H  -2.454  2.432  -0.107
H  -1.064  2.357  0.295

Highest occupied orbital energy = -0.30335 Eh
Orbital gap = 8.3 eV
LUMO energy = 0.08 eV

***

Entry z
Molecular formula: C2H7NO
Method: DFT, the ωB97M-V functional and the def2-TZVPD basis

Cartesian coordinates (Å):
N  1.440  0.768  0.202
C  0.635  -0.487  0.073
C  -0.822  -0.224  0.169
O  -1.325  0.549  -0.840
H  1.592  1.037  1.175
H  0.850  1.513  -0.212
H  1.037  -1.350  0.719
H  0.767  -0.821  -1.023
H  -1.095  0.331  1.037
H  -1.413  -1.147  0.249
H  -1.665  -0.168  -1.547

Highest occupied orbital energy = -0.34002 Eh
Orbital gap = 10.1 eV
LUMO energy = 0.84 eV

***

Here is how they stack up, most stable first: entry x, entry z, entry w, entry y.

***

Entry w
Molecular formula: C2H6N2O3
Method: DFT, the ωB97M-V functional and the def2-TZVPD basis

Cartesian coordinates (Å):
N  -1.172  1.142  0.764
C  0.048  1.729  0.975
O  0.277  2.673  1.679
N  1.088  1.237  0.124
C  1.034  0.186  -0.742
O  0.039  -0.381  -1.121
H  -1.853  1.819  1.073
H  -1.277  0.685  -0.115
H  2.009  1.597  0.317
H  2.034  -0.186  -1.014
O  -0.463  -3.724  -0.499
H  -0.871  -2.957  -0.085
H  -0.893  -3.821  -1.356

Highest occupied orbital energy = -0.39330 Eh
Orbital gap = 11.3 eV
LUMO energy = 0.62 eV

***

Entry x
Molecular formula: C2H6N2O3
Method: DFT, the ωB97M-V functional and the def2-TZVPD basis

Cartesian coordinates (Å):
C  -0.580  0.578  -1.631
C  0.343  0.090  -0.495
N  -0.384  -0.330  0.653
N  0.998  -1.052  1.646
O  2.073  -1.164  1.076
O  0.694  -1.015  2.821
O  -0.950  0.730  1.281
H  -1.512  1.123  -1.259
H  0.002  1.193  -2.392
H  -0.911  -0.335  -2.105
H  0.838  -0.903  -0.867
H  1.190  0.774  -0.250
H  -1.802  0.312  1.520

Highest occupied orbital energy = -0.35398 Eh
Orbital gap = 9.4 eV
LUMO energy = -0.27 eV

***

Here is how they stack up, most stable first: entry w, entry x.

***

Entry w
Molecular formula: C4H3Br
Method: DFT, the ωB97M-V functional and the def2-TZVPD basis

Cartesian coordinates (Å):
C  -1.516  0.427  -0.237
C  -0.615  -0.474  0.043
C  0.738  -0.078  0.135
C  2.012  -0.028  0.031
Br  3.842  -0.001  0.033
H  -2.627  0.227  -0.107
H  -1.228  1.415  -0.203
H  -0.605  -1.489  0.305

Highest occupied orbital energy = -0.32857 Eh
Orbital gap = 9.6 eV
LUMO energy = 0.64 eV

***

Entry x
Molecular formula: C4H3Br
Method: DFT, the ωB97M-V functional and the def2-TZVPD basis

Cartesian coordinates (Å):
C  -0.106  0.485  0.585
C  2.553  0.610  -0.388
C  -0.814  -0.569  -0.181
C  -1.293  0.818  0.354
Br  3.477  -0.802  0.239
H  -0.767  -0.391  -1.277
H  -0.911  -1.581  0.126
H  -2.140  1.430  0.542

Highest occupied orbital energy (alpha / beta) = -0.32788 / -0.30303 Eh
Orbital gap (alpha / beta) = 8.4 / 6.9 eV
LUMO energy (alpha / beta) = -0.56 / -1.34 eV

***

Here is how they stack up, most stable first: entry w, entry x.

***

Entry w
Molecular formula: C6H7N
Method: DFT, the ωB97M-V functional and the def2-TZVPD basis

Cartesian coordinates (Å):
C  1.522  1.084  1.246
C  1.898  0.469  0.175
C  2.275  0.197  -1.163
N  1.080  -0.211  -1.078
H  0.408  1.007  1.475
H  2.193  1.566  1.936
H  3.136  0.054  -1.789
C  -1.513  0.327  1.306
C  -1.595  -0.290  0.269
C  -1.853  -1.083  -0.915
H  -1.827  0.756  2.219
H  -2.386  -0.494  -1.662
H  -0.919  -1.405  -1.371
H  -2.419  -1.979  -0.648

Highest occupied orbital energy = -0.34066 Eh
Orbital gap = 10.2 eV
LUMO energy = 0.94 eV

***

Entry x
Molecular formula: C6H7N
Method: DFT, the ωB97M-V functional and the def2-TZVPD basis

Cartesian coordinates (Å):
C  -0.256  -0.340  -0.550
C  -0.823  0.205  -1.867
C  0.210  1.074  -0.336
C  -0.792  1.668  -1.251
C  -0.332  -1.552  0.133
C  0.452  -1.747  1.316
N  1.203  1.530  0.328
H  -0.411  2.423  -1.988
H  -1.707  2.150  -0.757
H  -0.892  -2.290  -0.293
H  0.823  -0.877  1.769
H  1.365  -2.377  1.165
H  -0.147  -2.472  2.082
H  1.308  2.605  0.249

Highest occupied orbital energy (alpha / beta) = -0.31049 / -0.31141 Eh
Orbital gap (alpha / beta) = 7.2 / 7.2 eV
LUMO energy (alpha / beta) = -1.26 / -1.26 eV

***

Here is how they stack up, most stable first: entry w, entry x.

***

Entry w
Molecular formula: C6H7N
Method: DFT, the ωB97M-V functional and the def2-TZVPD basis

Cartesian coordinates (Å):
C  0.859  -0.077  0.896
C  -0.210  1.009  0.568
C  -1.199  -0.205  0.433
C  0.025  -0.946  -0.137
C  0.459  -0.149  -1.397
N  -0.374  1.138  -2.047
C  0.130  1.147  -0.896
H  1.878  0.181  0.595
H  0.838  -0.445  1.924
H  -0.451  1.882  1.171
H  -2.109  -0.127  -0.170
H  -1.439  -0.580  1.435
H  0.075  -2.038  -0.129
H  1.354  -0.429  -1.937

Highest occupied orbital energy = -0.30912 Eh
Orbital gap = 9.2 eV
LUMO energy = 0.82 eV

***

Entry x
Molecular formula: C6H7N
Method: DFT, the ωB97M-V functional and the def2-TZVPD basis

Cartesian coordinates (Å):
C  -1.375  -0.508  -2.270
C  -0.879  0.035  -1.316
C  -0.193  0.574  -0.132
C  -0.974  0.263  1.153
C  1.238  -0.024  -0.143
C  1.966  0.144  1.119
N  2.537  0.243  2.120
H  -1.816  -0.992  -3.113
H  -0.106  1.663  -0.231
H  -1.284  -0.785  1.181
H  -0.360  0.470  2.035
H  -1.871  0.886  1.211
H  1.181  -1.096  -0.358
H  1.820  0.438  -0.946

Highest occupied orbital energy = -0.38725 Eh
Orbital gap = 11.3 eV
LUMO energy = 0.79 eV

***

Here is how they stack up, most stable first: entry x, entry w.